Density functional theory data (ωB97M-V/def2-TZVPD) for C2H4N2OS2 in the gas phase at a distorted geometry.

Results
**Net charge**: 0
**DFT total energy**: -1059.58051 Eh
**Kohn-Sham gap (alpha / beta)**: 7.5922 / 6.8493 eV
**Maximum force**: 4.77 eV Å⁻¹
**HOMO (alpha / beta)**: -9.0734 / -8.8796 eV

Bonds (Å) are listed after each position.
Atoms and positions in Å:
1 C 0.8554 0.3493 1.0930  N3 1.229, S7 1.885, H8 1.051
2 C -0.0808 -0.9873 -0.6809  N3 1.426, N4 1.366, S6 1.965, H9 1.143
3 N 0.6838 -0.7073 0.4892  C1 1.229, C2 1.426
4 N -1.0705 -0.0865 -0.9523  C2 1.366, H10 0.985, H11 1.066
5 O 1.0307 2.9367 1.6822  S7 1.452
6 S -0.6927 -2.8509 -0.7930  C2 1.965
7 S 0.3744 2.1231 0.6743  C1 1.885, O5 1.452
8 H 1.5906 0.3685 1.8443  C1 1.051
9 H 0.6243 -1.3140 -1.5195  C2 1.143
10 H -1.5924 0.2229 -1.7279  N4 0.985
11 H -1.7229 -0.0545 -0.1093  N4 1.066